Record 1
Below is a single C18H21ClN2O3S molecule at a distorted geometry, with properties calculated with ωB97M-V/def2-TZVPD.

Last column: Mulliken charge in e.
Positions of all 46 atoms, in Å:
C: -3.778 -1.619 2.078  -1.786
C: -3.726 -0.378 1.239  0.694
C: -4.756 0.553 1.303  -0.642
C: -4.735 1.710 0.547  -0.675
C: -3.657 1.947 -0.291  -0.166
Cl: -3.612 3.381 -1.244  -0.241
C: -2.610 1.045 -0.370  -0.204
C: -2.646 -0.116 0.391  -0.061
N: -1.593 -1.066 0.320  0.648
C: -0.525 -0.926 1.299  -1.066
C: 0.364 0.273 0.942  0.542
O: 0.236 1.355 1.477  -0.669
N: 1.239 0.004 -0.038  0.242
C: 2.071 1.024 -0.653  -0.423
C: 1.961 0.925 -2.174  -1.295
C: 3.511 0.886 -0.212  0.397
C: 4.143 -0.351 -0.244  -0.093
C: 5.467 -0.472 0.140  -0.771
C: 6.176 0.642 0.556  -0.394
C: 5.553 1.878 0.589  -0.596
C: 4.227 1.997 0.210  -0.440
S: -1.155 -1.616 -1.194  1.075
C: -2.604 -2.612 -1.603  -1.102
O: -1.024 -0.582 -2.178  -0.611
O: -0.022 -2.479 -1.005  -0.729
H: -3.468 -1.393 3.098  0.318
H: -4.793 -2.008 2.118  0.506
H: -3.112 -2.380 1.680  0.292
H: -5.593 0.364 1.958  0.455
H: -5.543 2.422 0.607  0.446
H: -1.774 1.233 -1.022  0.561
H: 0.047 -1.855 1.290  0.426
H: -0.973 -0.763 2.280  0.405
H: 1.235 -0.911 -0.467  0.413
H: 1.677 1.986 -0.305  0.571
H: 2.454 1.774 -2.640  0.408
H: 2.437 0.011 -2.525  0.362
H: 0.916 0.903 -2.475  0.294
H: 3.598 -1.226 -0.567  0.285
H: 5.947 -1.439 0.114  0.372
H: 7.210 0.547 0.854  0.385
H: 6.099 2.751 0.915  0.383
H: 3.741 2.961 0.244  0.368
H: -2.654 -3.430 -0.898  0.353
H: -2.482 -2.979 -2.614  0.424
H: -3.475 -1.972 -1.531  0.335

Output
SMILES = Cc1ccc(Cl)cc1N(CC(=O)N[C@H](C)c1ccccc1)S(C)(=O)=O
HOMO = -9.07 eV
max |F| = 1.189 eV/A
orbital gap = 0.34877 hartree
relative energy (zero: lowest compared OMol25 entry of this formula, charge and spin) = 0.545 eV
energy = -1892.141881 a.u.

---

Record 2
Below is 11 unconnected molecules or ions with the total composition C35H68Br10F6N6O6S2 at a distorted geometry, with properties calculated with ωB97M-V/def2-TZVPD.

Last column: Mulliken charge in e.
Positions of all 133 atoms, in Å:
C: 3.685 2.227 -3.076  -0.705
C: 2.525 3.115 -3.558  -0.573
N: 1.074 2.701 -3.080  0.188
C: 0.709 3.284 -1.658  -0.738
C: 0.053 3.209 -4.133  -0.553
C: -1.441 2.788 -3.923  -0.784
C: 0.978 1.136 -2.925  1.238
C: 1.034 0.253 -4.172  -1.586
O: 2.103 0.615 -4.956  -0.058
C: 2.255 0.062 -6.227  -0.946
H: 4.553 2.886 -3.067  0.494
H: 3.957 1.325 -3.624  0.264
H: 3.526 1.991 -2.023  0.027
H: 2.448 3.156 -4.645  0.321
H: 2.489 4.153 -3.228  0.633
H: -0.296 2.994 -1.352  0.223
H: 0.873 4.352 -1.515  0.435
H: 1.432 2.718 -1.069  0.130
H: 0.355 2.932 -5.143  0.434
H: 0.205 4.284 -4.032  0.566
H: -2.120 3.152 -4.694  0.488
H: -1.736 3.230 -2.971  0.159
H: -1.585 1.714 -4.038  -0.035
H: 0.005 0.910 -2.490  -0.608
H: 1.782 0.777 -2.284  -0.035
H: 0.102 0.517 -4.672  0.522
H: 0.910 -0.812 -3.977  0.603
H: 2.496 -0.998 -6.149  0.300
H: 3.042 0.629 -6.724  0.253
H: 1.310 0.020 -6.767  0.326
C: -2.800 0.399 -0.480  0.249
F: -3.349 0.750 0.714  -0.102
F: -3.621 -0.322 -1.225  -0.012
F: -2.614 1.514 -1.134  -0.127
S: -1.116 -0.604 -0.320  0.664
O: -1.454 -1.601 0.694  -0.494
O: -0.960 -1.142 -1.687  -0.575
N: 0.031 0.592 0.044  0.266
S: 0.238 0.467 1.523  0.192
O: -0.984 0.818 2.300  -0.156
O: 1.115 -0.661 1.921  -0.523
C: 1.346 2.035 1.824  -0.032
F: 1.864 2.102 3.018  -0.030
F: 2.337 1.955 0.914  -0.093
F: 0.685 3.164 1.507  -0.132
C: -1.012 -6.807 -1.733  0.159
O: -0.954 -7.758 -2.508  -0.649
N: -2.005 -5.975 -1.541  0.277
C: -1.921 -4.941 -0.562  -0.782
C: -3.277 -6.146 -2.160  -0.924
H: -0.253 -6.695 -0.942  0.356
H: -2.849 -4.845 0.001  0.094
H: -1.791 -3.947 -0.989  0.245
H: -1.070 -4.967 0.117  0.336
H: -3.396 -5.337 -2.881  0.186
H: -3.297 -7.049 -2.770  0.364
H: -4.214 -6.145 -1.602  0.239
C: 8.253 2.171 -2.276  -1.320
C: 7.168 2.240 -1.228  0.068
C: 6.905 0.871 -0.616  -0.312
C: 5.855 0.789 0.367  0.078
N: 5.008 0.760 1.193  -0.373
H: 9.110 1.574 -1.964  0.366
H: 8.625 3.162 -2.535  0.373
H: 7.919 1.764 -3.231  0.303
H: 6.243 2.653 -1.632  -0.052
H: 7.521 2.902 -0.437  0.365
H: 7.791 0.368 -0.228  0.488
H: 6.446 0.277 -1.407  0.078
C: 2.383 -0.390 5.867  -0.675
C: 3.492 -0.886 4.908  -0.442
C: 4.385 0.321 4.521  0.221
C: 5.143 0.906 5.679  0.120
N: 5.747 1.298 6.560  -0.482
H: 1.395 -0.799 5.657  0.105
H: 2.300 0.687 5.723  0.048
H: 2.657 -0.572 6.906  0.383
H: 3.083 -1.430 4.057  0.084
H: 3.996 -1.699 5.430  0.466
H: 3.855 1.037 3.893  -0.012
H: 5.083 -0.131 3.818  0.210
C: -5.747 -2.689 1.026  -0.660
C: -6.126 -4.018 0.316  0.255
C: -6.276 -5.132 1.407  -0.618
C: -5.208 -5.208 2.430  0.221
N: -4.377 -5.283 3.198  -0.477
H: -5.472 -1.941 0.282  0.140
H: -4.805 -2.844 1.552  -0.079
H: -6.624 -2.363 1.587  0.469
H: -5.401 -4.365 -0.419  -0.494
H: -7.058 -3.917 -0.239  0.468
H: -6.295 -6.123 0.952  0.381
H: -7.164 -4.999 2.025  0.383
Br: 4.005 4.369 6.626  -0.184
C: 2.388 4.785 5.577  -0.371
C: 1.027 4.476 6.223  -0.381
Br: -0.270 5.085 4.902  -0.158
H: 2.556 4.134 4.719  -0.049
H: 2.522 5.852 5.399  0.438
H: 0.825 5.154 7.053  0.382
H: 0.878 3.415 6.425  0.294
Br: -1.774 -1.388 4.726  -0.165
C: -3.352 -0.957 3.556  0.555
C: -4.665 -1.389 4.234  -0.812
Br: -5.141 -0.245 5.830  -0.181
H: -3.181 -1.576 2.676  -0.319
H: -3.403 0.115 3.366  -0.050
H: -4.746 -2.435 4.529  0.483
H: -5.530 -1.244 3.587  0.389
Br: -3.498 -1.775 -5.721  -0.172
C: -4.149 -0.561 -4.264  -0.123
C: -5.335 -1.278 -3.616  -0.680
Br: -4.770 -3.051 -2.975  -0.078
H: -4.378 0.445 -4.618  0.494
H: -3.340 -0.453 -3.542  -0.341
H: -6.019 -1.348 -4.461  0.500
H: -5.755 -0.663 -2.820  0.417
Br: 3.897 -1.242 -2.330  -0.152
C: 2.697 -1.534 -0.899  1.141
C: 2.550 -3.034 -0.428  -0.643
Br: 1.801 -4.115 -1.918  -0.222
H: 1.735 -1.181 -1.270  -0.924
H: 3.031 -0.900 -0.077  -0.041
H: 1.927 -3.207 0.450  0.376
H: 3.536 -3.429 -0.181  0.545
Br: -3.466 3.056 4.155  -0.165
C: -4.060 3.669 2.321  -0.274
C: -2.838 4.398 1.703  -0.154
Br: -3.158 4.763 -0.185  -0.218
H: -4.929 4.324 2.384  0.475
H: -4.272 2.712 1.844  -0.027
H: -1.921 3.808 1.705  -0.108
H: -2.640 5.288 2.300  0.449

Output
HOMO = -8.95 eV
max |F| = 8.009 eV/A
orbital gap = 0.31641 hartree
energy = -29289.895435 a.u.

---

Record 3
Below is a molecular structure, H37O19 at a distorted geometry, with properties calculated with ωB97M-V/def2-TZVPD.

Last column: Mulliken charge in e.
Positions of all 56 atoms, in Å:
O: 0.852 1.770 -3.493  -0.674
H: -2.165 -2.112 -0.737  0.334
H: -0.859 1.509 4.743  0.290
O: 1.631 -1.464 -2.933  -0.558
H: -2.435 3.146 -1.761  0.313
H: 0.839 -1.051 -3.245  0.283
O: -1.248 0.819 4.159  -0.713
H: -0.299 -3.660 0.512  0.400
H: -1.007 1.679 1.855  0.402
O: -1.953 0.522 -3.501  -0.643
H: -2.530 -0.227 -3.559  0.291
H: -1.341 0.402 -2.774  0.253
O: -0.201 1.751 -1.243  -0.541
H: -0.218 2.214 -0.403  0.163
H: -1.669 1.687 -0.482  0.185
O: -0.147 -0.699 -1.023  0.433
H: 0.830 -4.699 -0.868  0.314
H: -0.035 0.619 -1.293  0.251
O: -0.082 2.049 1.930  -0.726
H: -3.224 1.813 -0.175  0.204
H: 0.486 1.193 1.893  0.466
O: -2.446 1.286 -0.013  -0.612
H: 1.885 2.880 2.538  0.301
O: 2.829 1.130 -1.545  -0.624
H: 0.971 -3.131 -0.642  0.250
H: 2.074 1.483 -2.074  0.316
O: -0.873 -4.431 0.593  -0.695
H: -1.189 3.333 -2.324  0.407
H: -1.718 -3.974 0.818  0.337
O: -1.126 -1.313 1.153  -1.006
H: -1.897 -0.794 1.292  0.467
H: 2.176 -3.234 2.867  0.299
O: -1.989 3.838 -2.227  -0.688
H: 0.755 -1.001 -1.125  -0.001
H: -2.764 0.459 3.063  0.491
O: 1.405 -3.971 -0.665  -0.709
H: -2.747 0.786 1.495  0.106
H: -0.766 -0.784 0.108  0.103
O: 2.104 3.694 1.962  -0.632
H: -0.925 1.031 3.234  0.343
H: 3.338 0.219 0.397  0.309
O: 0.814 -0.541 2.576  -0.922
H: 3.094 0.342 -2.045  0.296
H: 0.435 -0.792 3.472  0.393
O: -3.229 0.409 2.231  -0.713
H: 2.100 -1.653 2.949  0.426
H: -0.018 1.814 -3.046  0.218
O: 2.540 -2.471 3.313  -0.673
H: 2.733 3.230 1.381  0.329
H: 0.248 -1.183 1.945  0.491
O: -2.274 -2.223 -1.724  -0.764
H: -2.100 -1.315 -1.986  0.153
H: 1.685 -2.288 -3.424  0.258
O: 4.276 -0.045 0.458  -0.641
H: 1.117 2.690 -3.737  0.336
H: 4.259 -0.736 1.130  0.324

Output
HOMO = -7.69 eV
max |F| = 2.917 eV/A
orbital gap = 0.37244 hartree
relative energy (zero: lowest compared OMol25 entry of this formula, charge and spin) = 3.391 eV
total charge = -1
energy = -1451.777949 a.u.